This record from OMol25 describes a molecular structure, C45H64CsN4O4PSi2. The level of theory is wB97M-V/def2-TZVPD.

```
121
Properties=species:S:1:pos:R:3
Cs 0.5112 0.3964 0.4249
C -0.7642 -3.7158 -2.2253
C -2.1514 -3.7319 -2.1734
C -2.8719 -2.5849 -2.4890
C -2.2057 -1.4197 -2.8449
C -0.8171 -1.4157 -2.9122
C -0.0906 -2.5591 -2.6034
H -0.1987 -4.6068 -1.9809
H -2.6741 -4.6372 -1.8846
H -3.9561 -2.5981 -2.4467
H -2.7451 -0.5068 -3.0673
H -0.3091 -0.5063 -3.2105
H 0.9967 -2.5601 -2.6689
O 0.6115 1.6917 3.1964
H 1.3961 1.8655 2.5980
H -0.1553 2.1171 2.7880
N -6.0581 -0.9255 3.2807
C -4.7690 -0.9363 2.7398
C -4.5441 -1.3764 1.4377
C -3.2535 -1.3470 0.9350
N -2.1995 -0.9282 1.6314
C -2.4286 -0.4846 2.8639
C -3.6781 -0.4580 3.4598
H -6.6744 -1.6245 2.8971
H -6.0853 -0.9103 4.2878
H -5.3641 -1.7296 0.8228
H -3.0542 -1.6810 -0.0766
H -1.5600 -0.1306 3.4113
H -3.7963 -0.0816 4.4689
C 4.7759 -2.0646 -5.9210
Si 3.2869 -2.0853 -4.7208
C 2.0350 -3.1699 -5.6669
C 2.6054 -0.3087 -4.7628
C 3.5994 -2.6241 -3.0473
Si 4.0946 -4.2190 -2.4309
C 2.8754 -5.6478 -2.7753
C 5.7367 -4.9398 -3.0934
C 4.2925 -4.1953 -0.5418
H 4.5030 -1.6925 -6.9156
H 5.1879 -3.0722 -6.0388
H 5.5709 -1.4297 -5.5202
H 1.9351 -2.8699 -6.7158
H 1.0481 -3.1144 -5.1992
H 2.3461 -4.2190 -5.6447
H 1.8741 -0.1700 -5.5646
H 3.4053 0.4220 -4.9129
H 2.1128 -0.0656 -3.8180
H 3.6525 -1.8176 -2.3127
H 2.6869 -5.7465 -3.8484
H 1.9122 -5.4492 -2.2971
H 3.2488 -6.6113 -2.4096
H 5.6803 -5.0694 -4.1794
H 5.9859 -5.9112 -2.6509
H 6.5578 -4.2455 -2.8941
H 3.3509 -3.8895 -0.0766
H 5.0599 -3.4754 -0.2420
H 4.5716 -5.1777 -0.1460
C 3.1135 -3.8795 2.9973
P 2.2554 -2.3506 2.4197
C 3.5460 -1.1157 2.8259
C 1.0700 -2.1489 3.8076
C 1.0420 -1.0263 4.6307
C 0.0858 -0.9068 5.6333
C -0.8560 -1.9043 5.8276
C -0.8544 -3.0191 4.9966
C 0.0922 -3.1318 3.9924
H 3.5043 -3.7548 4.0097
H 3.9288 -4.0983 2.3068
H 2.4260 -4.7254 2.9772
H 3.8472 -1.1623 3.8760
H 3.2284 -0.1024 2.5620
H 4.4073 -1.3441 2.1952
H 1.7389 -0.2157 4.4723
H 0.0708 -0.0143 6.2471
H -1.6039 -1.8056 6.6058
H -1.6047 -3.7914 5.1191
H 0.0645 -3.9884 3.3272
O -2.5199 1.9882 -3.1765
C -2.4521 2.4226 -2.0393
N -3.0196 3.6650 -1.6808
C -3.0556 3.7657 -0.2379
C -2.1351 2.5559 0.1334
O -1.7835 2.3455 1.2948
N -1.8588 1.8310 -0.9550
C -4.4673 3.5587 0.2988
C -5.4035 4.5798 0.1350
C -6.7154 4.4147 0.5483
C -7.1082 3.2241 1.1479
C -6.1824 2.2073 1.3250
C -4.8688 2.3716 0.9000
C -2.4356 5.0439 0.3012
C -1.7458 5.9183 -0.5282
C -1.1320 7.0499 -0.0052
C -1.1958 7.3152 1.3534
C -1.8761 6.4381 2.1895
C -2.4916 5.3126 1.6679
H -3.8474 3.9106 -2.2025
H -5.0897 5.5184 -0.3093
H -7.4301 5.2178 0.4114
H -8.1309 3.0940 1.4818
H -6.4732 1.2839 1.8103
H -4.1498 1.5764 1.0522
H -1.6792 5.6921 -1.5841
H -0.5892 7.7173 -0.6637
H -0.7066 8.1910 1.7625
H -1.9150 6.6251 3.2559
H -3.0033 4.6181 2.3219
C 1.6500 3.8589 0.5182
C 2.8295 2.8566 0.4867
C 3.0427 2.3932 -0.9797
C 4.0944 3.6471 0.8925
O 2.6398 1.8164 1.3701
H 1.8268 4.7283 -0.1247
H 1.5151 4.2154 1.5432
H 0.6991 3.4179 0.1989
H 3.3363 3.2497 -1.5955
H 2.1593 1.9588 -1.4636
H 3.8461 1.6541 -1.0211
H 4.2860 4.5092 0.2430
H 4.9582 2.9784 0.8591
H 3.9732 3.9934 1.9214
```

## Properties
Relative energy (zero: lowest compared OMol25 entry of this formula, charge and spin)   0.0 kJ/mol
Highest occupied orbital energy   -1.13 eV
Energy   -3213.801801 Eh
Gap between HOMO and LUMO   4.489 eV
Strongest force on any atom   0.980 eV/A
Net charge   -2

---

This record from OMol25 describes 2 unconnected molecules or ions with the total composition C5H6O2 at a distorted geometry. The level of theory is wB97M-V/def2-TZVPD.

```
13
Properties=species:S:1:pos:R:3
O 2.4412 0.4921 -1.2801
C 1.9379 0.1232 -0.0163
C 0.4711 -0.0322 0.0110
C -0.4665 -0.4726 0.6933
C -1.7093 -0.8437 1.1522
C -1.6514 0.4554 -0.8225
O -1.6970 1.6147 -0.9625
H 1.9831 1.3135 -1.4990
H 2.2445 0.8474 0.7574
H 2.3803 -0.8423 0.2509
H -2.0827 -0.3375 2.0399
H -1.9332 -1.9173 1.1104
H -1.9178 -0.4008 -1.4347
```

## Properties
Relative energy (zero: lowest compared OMol25 entry of this formula, charge and spin)   544.9 kJ/mol
Highest occupied orbital energy (spin up / spin down)   -8.05 / -8.05 eV
Energy   -344.394378 Eh
Gap between HOMO and LUMO (spin up / spin down)   8.011 / 8.010 eV
Strongest force on any atom   1.530 eV/A
Net charge   0